Record 1
A structure of composition C51H56N3S3Sb2SiSr. Source: the Open Molecules 2025 dataset; level of theory: ωB97M-V/def2-TZVPD.

Properties
**E_HOMO**: -4.37 eV
**DFT total energy**: -112566.1690 eV
**Frontier orbital gap**: 6.407 eV
**Total charge**: -1

Last column: Löwdin charge in e.
Geometry (Å):
H 3.73 -2.57 -7.24  0.027
H -2.00 -2.01 4.64  0.100
C -3.23 6.13 1.22  -0.082
C -3.00 -2.07 -0.49  -0.167
H -1.71 -1.15 -4.77  0.060
C 5.72 -1.05 1.11  -0.091
H -1.72 -0.76 2.53  0.060
C -1.69 -3.75 -1.87  -0.036
C 5.72 1.31 1.57  -0.089
H 4.22 -3.81 -2.57  0.089
C 2.62 -3.35 -1.22  -0.083
C 3.05 -2.18 -3.30  -0.254
C 1.57 -2.49 -1.01  -0.206
N 1.85 6.39 -2.57  0.137
H -0.43 -4.68 2.95  0.100
C -1.90 -2.01 -4.14  -0.064
H 5.43 -0.22 -5.94  0.026
H 1.08 3.02 1.49  -0.069
H -1.41 5.14 0.69  0.099
H -5.82 4.70 2.88  0.096
C -1.89 -0.21 3.46  -0.178
C 4.35 -1.09 1.31  -0.135
C -2.36 5.04 1.20  -0.125
Sb -1.43 2.15 1.57  1.390
C 0.37 4.31 -2.09  -0.782
C -2.14 1.86 4.64  -0.137
C -3.98 3.72 2.38  -0.147
H -3.04 1.09 -4.26  0.047
C 3.65 0.07 1.65  -0.387
H -5.48 -0.22 0.67  0.086
H 0.38 2.91 4.47  0.086
H 3.82 -2.03 1.20  0.085
H -5.15 6.86 1.86  0.096
H -5.83 0.93 -1.51  0.094
C 0.45 -2.77 2.54  -0.161
C 5.66 -2.97 -4.62  -0.197
H 5.02 0.28 -4.30  0.037
C 0.33 -3.96 3.24  -0.094
H 6.25 -1.95 0.85  0.099
H 2.86 -4.12 -0.50  0.099
C -2.72 3.83 1.79  -0.389
Sr -0.14 0.81 -1.95  0.800
N 1.21 -1.54 -1.87  -0.072
H -2.38 -0.78 6.76  0.097
H 0.65 0.62 4.26  0.037
C 1.18 5.47 -2.37  -0.314
Sb 1.52 0.05 1.85  1.459
H 2.92 -3.71 -6.17  0.028
C 1.18 -4.23 4.30  -0.097
C -1.31 5.29 -3.50  -0.312
C -2.57 -1.62 -2.84  -0.204
C -3.93 -0.09 -1.55  -0.194
C 6.41 0.15 1.24  -0.098
C 1.42 -1.82 2.90  -0.382
H -4.53 1.88 -2.24  0.025
H 0.98 -2.56 -0.10  0.073
H 3.03 -1.40 4.25  0.099
H -2.03 -3.64 0.65  0.054
C 0.37 3.12 2.31  -0.433
H -0.24 -2.56 1.71  0.066
H -2.48 1.69 6.75  0.099
H -2.50 -2.73 -4.71  0.094
S 1.33 -0.21 -4.17  0.495
C -4.44 -0.46 0.86  -0.043
H 1.09 -5.16 4.85  0.097
C -2.42 -2.44 -1.71  -0.180
C -0.86 4.22 -2.64  -0.791
C -1.92 1.18 3.44  -0.399
H 2.35 1.05 4.21  0.053
H 0.13 4.19 2.35  0.055
C 4.63 -0.20 -5.20  -0.197
H -2.17 2.94 4.65  0.103
C -2.26 -0.24 5.83  -0.093
C 2.14 -3.30 4.66  -0.088
H 6.30 -2.84 -5.49  0.026
H -0.61 -3.64 -1.81  0.068
C 3.37 -3.17 -2.39  -0.086
S -2.03 2.95 -2.41  0.477
H 2.21 -2.12 -6.46  0.011
C -3.73 0.27 -4.05  -0.053
H -2.72 -2.37 1.65  0.047
H -2.00 -4.49 -1.13  0.068
H -4.41 -1.24 1.63  0.065
H 5.47 -4.04 -4.50  0.023
C -3.38 -0.48 -2.78  -0.206
H -4.59 1.68 -0.51  0.069
H -4.28 2.78 2.83  0.089
H -1.91 -4.19 -2.85  0.078
H 2.81 -3.51 5.49  0.099
H 3.82 2.18 2.01  0.097
H -3.77 -3.56 0.89  0.094
N -1.69 6.12 -4.20  0.138
H 6.22 -2.62 -3.75  0.032
C 4.34 1.27 1.77  -0.124
H 3.81 0.41 -5.57  0.000
C -2.31 1.15 5.82  -0.088
C 1.91 -1.38 -3.02  -0.779
C -4.47 6.01 1.84  -0.100
C 3.15 -2.66 -6.32  -0.183
C 2.26 -2.11 3.97  -0.124
H -0.93 -2.47 -3.95  0.062
H 7.48 0.18 1.08  0.097
Si 4.09 -1.96 -4.86  0.491
S 1.12 3.17 -0.99  0.425
C -4.76 1.17 -1.45  -0.070
H -3.73 -0.40 -4.91  0.075
C 1.01 2.67 3.61  -0.352
C -2.05 -0.92 4.64  -0.087
C -2.87 -2.96 0.73  -0.049
H -2.94 7.06 0.75  0.104
H 1.92 3.27 3.74  0.099
C -3.75 -0.88 -0.42  -0.180
H 6.25 2.25 1.66  0.102
C -4.84 4.80 2.41  -0.100
H -3.98 0.43 1.29  0.046
C 1.40 1.19 3.70  -0.354
H -4.72 0.70 -3.98  0.078

***

Record 2
A structure of composition C51H57N3O9SSeW in a non-equilibrium geometry. Source: the Open Molecules 2025 dataset; level of theory: ωB97M-V/def2-TZVPD.

Properties
**E_HOMO**: -7.90 eV
**DFT total energy**: -154720.5393 eV
**Frontier orbital gap**: 6.788 eV
**Total charge**: 0

Last column: Löwdin charge in e.
Geometry (Å):
C 3.20 -1.22 2.63  -0.500
Se -0.52 0.92 -1.04  1.291
H -2.43 6.40 1.25  0.092
H -1.62 0.85 5.35  0.092
O 2.61 -1.95 -0.01  -0.003
C -6.48 -0.17 -3.14  -0.046
H 7.95 -0.89 -4.51  0.135
O 6.02 -0.32 -4.96  0.039
H -5.98 -3.06 0.20  0.088
H 5.76 -1.53 2.06  0.123
C 0.50 -2.58 -3.07  0.014
H 6.50 2.33 0.34  0.101
H -4.88 -1.77 2.03  0.093
C -3.50 -1.86 -0.37  -0.062
C -3.03 0.26 -2.19  -0.062
H 0.10 -1.63 -3.41  0.124
C -0.52 2.20 0.35  -0.371
H 4.88 -2.25 -1.17  0.142
H -3.14 -1.91 2.34  0.026
O 1.91 0.08 -0.12  -0.188
C 1.49 -4.99 -2.12  -0.020
H 2.65 1.38 1.96  0.104
H -1.44 6.01 -1.07  0.089
H -2.49 1.83 4.15  0.095
H -6.53 0.76 -2.56  0.091
O 1.93 -1.16 2.24  -0.292
H -0.65 2.96 6.15  0.088
H -7.15 -0.07 -4.00  0.085
C -0.25 1.73 1.63  -0.289
C -3.83 -3.01 0.59  -0.524
H 1.48 -5.24 0.52  0.140
H -1.74 -3.60 0.82  0.034
H -3.98 -1.98 -4.72  0.090
H 2.36 0.95 -2.52  0.106
C 5.43 -0.54 1.79  -0.017
H -1.36 7.81 1.38  0.085
C -0.34 2.17 4.18  -0.520
C 6.28 0.36 1.17  -0.077
C 5.10 -0.31 -3.96  -0.212
C 1.04 6.49 1.29  -0.044
C 2.67 -0.84 -0.58  -0.564
H -5.18 -2.24 -1.61  0.094
C -2.69 -4.05 0.56  -0.032
C 1.04 -4.03 -1.22  -0.144
N 1.14 -3.99 2.37  0.016
C -0.33 5.99 0.81  -0.558
H 1.15 7.56 1.08  0.085
C 0.93 1.41 4.59  -0.029
H -5.40 -2.58 -3.86  0.079
C -0.32 3.99 2.38  0.034
C -0.43 4.48 1.07  -0.161
H -0.28 4.70 3.19  0.097
C 5.83 1.63 0.83  -0.083
C 1.45 -4.76 -3.48  -0.080
H -2.81 1.08 -2.86  0.093
H -4.64 1.68 -4.00  0.088
C -0.46 6.31 -0.68  -0.070
C 4.01 0.51 -3.83  0.030
H 6.99 -2.09 -5.42  0.135
H -0.35 7.38 -0.83  0.086
C -2.37 -1.03 -0.22  -0.307
C -2.19 0.04 -1.10  -0.374
C 0.65 -3.34 3.36  -0.827
H 1.87 -4.24 4.69  0.102
H -4.21 -3.27 2.71  0.090
H 0.76 -3.11 5.36  0.081
C 3.67 1.10 1.74  -0.026
N 1.01 -3.73 4.61  0.098
C -0.52 3.35 5.13  -0.071
C -4.11 -0.57 -2.40  -0.166
H 0.32 5.81 -1.26  0.087
C 5.42 -1.28 -3.02  -0.197
C 0.94 -3.55 -3.95  -0.062
O -1.48 -1.20 0.77  -0.371
C 4.53 2.01 1.14  -0.062
W 0.47 -1.19 0.93  1.958
C 1.11 -4.27 0.20  -0.049
H -1.40 3.95 4.88  0.088
H -2.89 -4.85 1.28  0.094
O 3.60 -2.07 3.38  0.122
N 0.83 -3.45 1.14  -0.110
C 4.11 -0.18 2.06  -0.137
H 0.85 1.11 5.64  0.090
O 0.17 -1.87 -0.86  -0.286
H -1.36 6.58 2.65  0.077
H -5.31 -4.52 0.93  0.088
C 6.97 -1.34 -4.63  -0.114
H 1.17 6.33 2.36  0.080
H 3.78 1.26 -4.57  0.124
C -0.28 2.64 2.71  -0.067
H 0.36 4.00 5.14  0.088
C 0.57 -2.82 -1.70  -0.299
C -1.58 1.26 4.33  -0.038
H -5.28 0.78 -5.38  0.085
C -5.04 -0.43 -3.61  -0.560
C -4.02 -2.45 2.00  -0.041
H 4.17 3.00 0.89  0.105
C -1.44 6.74 1.57  -0.046
H -5.61 -1.63 -5.33  0.085
H 1.08 0.51 4.00  0.053
H 1.88 -5.93 -1.73  0.118
H -0.77 3.87 -0.96  0.096
C -5.12 -3.74 0.20  -0.072
C 3.23 0.34 -2.68  0.001
H 7.30 0.07 0.95  0.102
C -0.59 3.56 0.06  -0.053
H 1.81 -5.51 -4.18  0.102
H -1.55 0.43 3.64  0.031
C -4.61 0.72 -4.52  -0.071
H -3.59 0.56 -4.90  0.088
C -4.32 -1.60 -1.47  0.034
H -5.04 -4.21 -0.79  0.087
H 1.81 2.06 4.49  0.091
O 6.55 -1.94 -3.41  0.038
H 1.84 5.95 0.77  0.089
O 0.06 0.43 1.81  -0.341
S -0.54 -2.09 3.19  0.803
H -6.85 -0.98 -2.51  0.078
C -5.00 -1.73 -4.43  -0.046
C 4.66 -1.48 -1.91  0.094
H -2.60 -4.49 -0.44  0.095
C 3.55 -0.64 -1.75  -0.116
H 0.89 -3.35 -5.02  0.108

***

Record 3
A structure of composition C51H58BN7O3P2Re. Source: the Open Molecules 2025 dataset; level of theory: ωB97M-V/def2-TZVPD.

Properties
**<S²>**: 0.756
**E_HOMO (spin up / spin down)**: -6.70 / -6.62 eV
**DFT total energy**: -91790.4862 eV
**Frontier orbital gap (spin up / spin down)**: 6.698 / 6.550 eV
**Total charge**: 0
**2S+1**: 2

Last column: Löwdin spin population.
Geometry (Å):
H 0.17 -6.19 0.53  0.000
C 1.98 1.37 3.64  0.000
H 0.12 3.00 -5.00  0.000
C 3.44 1.95 -7.01  0.001
C 1.56 -3.66 2.45  0.002
C 2.05 1.37 -4.65  0.004
C 3.29 1.80 -0.42  0.002
C 3.07 -0.83 4.19  0.000
H 4.63 -1.77 -0.27  0.000
H 4.32 3.57 -5.90  0.000
C -1.05 -0.30 -4.06  0.000
C -1.25 -2.70 -4.05  0.000
H -3.50 -1.58 1.89  0.000
H 3.03 0.90 5.46  0.000
C 3.64 2.74 -5.88  0.000
C -1.26 4.21 -3.91  0.001
C 0.69 -1.64 -3.11  0.000
C -3.41 -1.44 4.65  0.000
C -5.29 -1.18 -2.73  0.000
N 0.08 -0.01 1.29  0.093
H -3.95 3.35 2.73  0.000
C -1.84 4.44 -2.67  -0.001
C -0.02 -2.79 -3.42  0.000
H 1.52 -3.12 -0.19  0.000
H 1.47 -1.11 5.60  0.000
O -1.73 -0.91 -0.75  -0.004
C 2.56 0.89 -6.96  0.000
H -2.57 -3.52 3.01  0.000
H -2.45 -0.22 1.54  0.000
H -0.17 1.21 3.45  0.001
H -3.69 -1.02 5.61  0.000
H -1.47 0.68 -4.29  0.000
H 1.86 -5.76 2.33  0.000
C 0.19 -0.39 -3.43  0.000
C 4.63 1.59 -0.71  0.000
H 2.25 -1.21 0.27  0.000
C -2.36 4.81 2.59  0.009
C 1.87 0.60 -5.79  0.001
H -0.45 -4.39 -0.81  0.000
C -0.36 -4.09 0.24  0.000
C 1.53 -4.97 1.66  0.001
C -3.53 -2.39 -1.57  0.000
C -1.77 -1.45 -4.37  0.000
N 1.39 3.14 0.22  0.008
H -1.55 4.80 -4.77  0.000
H 3.33 3.91 0.05  0.000
C -1.07 5.02 2.12  -0.001
H -2.74 -1.37 -4.83  0.000
C -2.69 -0.96 2.30  0.001
H -5.26 -3.30 -2.45  0.000
H 0.44 0.87 5.07  0.000
H -2.00 3.87 -0.65  0.000
H 2.27 -4.93 0.85  0.000
N -1.52 -1.81 2.47  0.006
H 6.16 0.10 -0.91  0.000
H -0.54 -5.45 1.94  0.000
H 4.09 1.09 4.08  0.000
H 2.55 3.50 -1.48  0.000
H -2.40 -3.18 5.46  0.000
H 3.11 3.06 -3.83  0.000
H 2.41 0.27 -7.84  0.000
H 0.39 -3.76 -3.16  0.000
H -4.26 -2.04 4.31  0.000
C 1.68 -1.35 4.55  0.000
H -4.04 0.26 3.46  0.000
C 0.64 0.74 4.00  0.002
N 0.65 -0.71 3.74  0.001
H -6.23 -1.20 -3.26  0.000
H -1.35 -3.76 0.57  0.000
C 2.67 3.18 -0.44  0.005
H -0.54 5.95 2.24  0.000
H -3.09 -3.31 -1.23  0.000
H 5.26 2.43 -0.95  0.000
N -1.01 2.80 1.22  -0.003
H 1.62 -2.43 4.48  0.000
C -2.95 3.57 2.38  -0.001
C 5.12 0.30 -0.68  0.001
O -2.64 1.04 -1.51  -0.003
C -2.19 -2.35 4.79  0.000
Re 0.18 1.47 0.09  0.774
C -3.14 -0.34 3.62  0.000
N 2.46 0.78 -0.13  0.002
B -1.50 0.51 -0.82  -0.014
P 1.23 1.07 -3.04  0.014
C 3.12 0.69 4.39  0.000
H 3.98 2.18 -7.92  0.000
C -0.43 4.00 1.44  0.009
H 1.06 -3.85 3.40  0.000
C 0.15 -5.27 1.10  0.000
C -2.91 -1.18 -1.37  0.000
C -1.77 -2.89 3.42  0.001
H 1.18 -0.24 -5.77  0.000
H 1.65 -1.72 -2.60  0.000
H -1.81 -3.59 -4.28  0.000
C 2.95 -0.45 -0.05  0.001
H 2.13 1.27 2.56  0.000
H -0.89 -3.53 3.50  0.000
H -5.07 0.98 -2.87  0.000
C -0.51 2.66 -1.64  0.006
C 0.97 4.21 0.91  0.002
C 4.27 -0.75 -0.33  0.000
H -1.36 -1.78 5.21  0.000
C -4.65 0.04 -2.51  0.000
C -0.33 3.20 -4.03  0.000
H 2.60 -3.40 2.68  0.000
H 1.96 2.44 3.87  0.000
N 0.91 -2.55 1.73  0.012
O 1.58 5.24 1.14  0.000
H 0.14 -2.04 -0.16  0.000
C -3.46 0.01 -1.83  0.000
C 0.58 -2.90 0.33  0.001
H -2.59 5.21 -2.56  0.000
C -1.47 3.68 -1.57  0.001
H -2.68 1.63 1.50  0.000
H -2.90 5.60 3.10  0.001
C 0.04 2.44 -2.92  0.007
C 2.95 2.44 -4.71  0.001
C -4.74 -2.37 -2.27  0.000
P 0.03 -1.22 2.27  0.045
H -2.36 0.32 3.99  0.000
H 3.27 -1.07 3.14  0.000
H 3.83 -1.33 4.80  0.000
C -2.25 2.60 1.70  0.009

***

Record 4
A cluster of 2 separate species, C51H59F3N3O2 in total in a non-equilibrium geometry. Source: the Open Molecules 2025 dataset; level of theory: ωB97M-V/def2-TZVPD.

Properties
**E_HOMO**: -9.49 eV
**DFT total energy**: -70550.7775 eV
**Frontier orbital gap**: 3.361 eV
**Total charge**: +1

Last column: Löwdin charge in e.
Geometry (Å):
H -0.35 -0.06 -3.98  0.124
F 1.62 5.55 -2.32  0.066
C 2.03 -3.21 4.06  -0.044
C 1.12 0.77 -1.82  0.171
C 0.71 -2.81 3.91  -0.084
C 2.35 -0.31 1.44  -0.015
C -1.49 -3.53 2.75  -0.053
C -2.86 -1.33 0.36  -0.066
H 3.33 1.44 5.62  0.079
C 1.17 1.91 -2.68  -0.140
H 1.10 0.90 -4.64  0.129
H -5.92 3.77 5.14  0.074
O 4.64 2.34 0.72  0.043
H 4.08 -2.66 4.42  0.116
H -3.81 -2.09 4.41  0.114
H -1.24 -3.04 1.80  0.080
H 1.18 1.50 7.57  0.095
N -1.01 -1.02 4.14  -0.001
H 0.13 -4.28 -3.29  0.136
H 2.24 0.09 7.32  0.088
H -2.63 -0.42 -0.20  0.093
C 0.38 -1.45 4.23  -0.079
H 2.17 2.75 5.40  0.095
C 1.11 4.29 -4.28  0.139
H -2.07 -2.84 3.35  0.044
H 1.01 5.20 -4.87  0.156
C 0.88 -0.57 -2.25  -0.157
C 0.39 -3.26 -3.02  0.066
C -4.16 0.42 2.91  -0.064
C 1.28 0.55 7.03  -0.028
C 0.63 1.94 1.49  -0.030
H -1.95 1.19 1.70  0.121
H -2.67 -2.22 -0.27  0.093
H -4.36 -3.45 1.21  0.096
H 1.88 3.24 -1.10  0.124
H -0.89 0.90 5.40  0.037
C -3.29 -1.16 4.71  -0.106
C -4.85 3.55 5.16  -0.067
H -5.77 0.75 -0.06  0.100
C -5.46 1.34 6.08  -0.035
C -1.91 -1.44 5.24  -0.091
C -5.90 2.10 3.01  -0.043
H -4.47 3.95 6.11  0.092
C 0.98 3.02 -4.84  -0.197
H 0.48 -0.12 7.35  0.086
H -1.02 -4.19 5.54  0.071
C 2.40 1.71 5.12  -0.044
C 0.99 -0.51 1.58  -0.024
C 2.69 -1.07 4.86  -0.043
H -6.49 1.69 5.96  0.091
H -1.69 -0.86 6.15  0.125
H -6.22 -1.47 -0.16  0.095
O 5.00 0.22 1.13  0.048
H -2.92 2.39 6.47  0.107
C -0.61 -4.81 4.72  -0.028
C -4.82 1.48 3.63  -0.056
C 1.39 -0.61 4.80  -0.070
H 3.48 -0.45 5.28  0.113
C -1.23 0.52 2.16  -0.048
C 3.04 -2.34 4.43  -0.042
H -6.96 2.48 1.18  0.112
H -5.66 -2.52 2.02  0.103
H -3.94 -0.66 5.44  0.100
C -5.52 0.90 0.99  -0.041
H 2.56 1.69 4.03  0.078
H -1.76 -2.50 5.47  0.105
C 0.06 -0.86 -3.37  0.064
C 2.84 1.01 1.26  -0.207
C 1.99 2.13 1.28  -0.047
H 0.58 -1.53 1.66  0.114
H 0.28 -5.32 5.12  0.093
H -1.35 -5.57 4.47  0.096
H -0.08 1.74 4.08  0.079
H -4.92 -2.45 -0.86  0.091
H -0.06 2.78 1.56  0.129
H -2.44 2.41 4.75  0.098
C -1.71 -0.28 3.20  -0.220
C -5.15 -1.48 -0.40  -0.082
C 1.24 0.78 5.51  -0.518
C 0.47 -4.93 2.50  -0.065
C 1.25 -2.98 -1.94  -0.025
C -0.14 -2.18 -3.73  -0.213
H -0.25 -5.64 2.07  0.093
H 1.55 0.93 -0.83  0.099
C 1.41 4.32 -2.91  -0.192
C -4.30 -1.30 0.86  -0.511
C -3.09 1.93 5.48  -0.066
H -4.93 -0.71 -1.14  0.083
N -3.06 -0.30 3.53  0.017
H 2.36 -1.44 -0.90  0.122
H -4.02 -2.50 2.67  0.033
H 1.71 -3.80 -1.39  0.126
H -2.17 -1.37 1.20  0.030
H 1.24 -5.54 2.99  0.076
C 0.12 0.61 1.73  -0.207
H -6.51 2.82 3.57  0.109
C 1.54 -1.67 -1.60  0.013
C -6.20 1.89 1.68  -0.044
C -4.63 0.04 1.62  -0.068
C -0.24 -3.98 3.48  -0.517
N 4.22 1.20 1.03  -0.328
H 2.41 3.12 1.13  0.121
F -0.93 -2.44 -4.82  0.062
H -0.11 2.45 5.72  0.106
C 1.05 1.85 -4.11  0.071
H -2.80 0.88 5.59  0.039
F 0.81 2.93 -6.21  0.068
H -4.35 4.10 4.35  0.098
H 0.93 -4.38 1.67  0.084
C -4.54 2.04 5.07  -0.521
H -2.15 -4.38 2.55  0.104
C -0.03 1.51 5.15  -0.064
C -4.60 -2.51 1.74  -0.035
C 1.50 3.19 -2.12  0.102
H -5.15 1.56 7.11  0.097
H -5.47 0.25 5.96  0.071
H 2.31 -4.25 3.87  0.106
H 3.08 -1.12 1.46  0.125

***

The highest total charge belongs to which entry?
C51H59F3N3O2

***

Which of these has the lowest total charge?
C51H56N3S3Sb2SiSr